Record 1
ORCA calculation (the ωB97M-V functional and the def2-TZVPD basis) on 7 unconnected molecules or ions with the total composition C30H27F7O12.

Last column: Mulliken charge in e.
Geometry (Å):
O1 -3.69 1.89 -5.44  -0.60
C1 -2.99 1.02 -4.91  0.59
O2 -1.79 1.10 -4.48  -0.27
C2 -1.31 -0.14 -3.91  0.59
C3 -2.60 -0.93 -3.83  0.30
F1 -3.11 -0.94 -2.54  -0.25
O3 -3.45 -0.28 -4.73  -0.35
H1 -0.58 -0.63 -4.58  0.27
H2 -0.82 0.09 -2.98  -0.61
H3 -2.51 -2.00 -4.12  0.27
O4 -2.58 2.80 -1.22  -0.47
C4 -3.68 3.00 -1.69  0.71
O5 -4.67 2.16 -1.75  -0.33
C5 -5.74 2.66 -2.56  -0.41
C6 -5.42 4.13 -2.60  0.34
F2 -6.23 4.70 -1.62  -0.31
O6 -4.12 4.22 -2.18  -0.35
H4 -5.70 2.14 -3.52  0.24
H5 -6.67 2.43 -2.08  0.29
H6 -5.57 4.70 -3.53  0.32
O7 -0.32 5.72 4.87  -0.50
C7 -0.12 4.57 5.07  0.63
O8 0.65 4.03 6.02  -0.33
C8 0.42 2.62 6.07  -0.37
C9 -0.33 2.36 4.79  0.80
F3 -1.50 1.62 4.99  -0.33
O9 -0.68 3.57 4.33  -0.30
H7 1.38 2.06 6.16  0.28
H8 -0.14 2.39 7.00  0.23
H9 0.19 1.80 4.02  -0.12
O10 -1.44 -6.80 3.18  -0.48
C10 -1.70 -5.65 2.96  0.58
O11 -0.87 -4.63 3.35  -0.35
C11 -1.23 -3.41 2.56  0.05
C12 -2.44 -3.93 1.65  0.30
F4 -1.95 -4.12 0.36  -0.31
O12 -2.78 -5.12 2.22  -0.37
H10 -1.54 -2.60 3.21  0.25
H11 -0.38 -3.00 1.98  -0.03
H12 -3.32 -3.35 1.59  0.37
F5 8.08 -4.29 3.50  -0.31
C13 7.07 -3.95 2.68  0.47
C14 6.17 -3.07 3.19  -0.58
C15 5.06 -2.81 2.51  -0.29
C16 4.84 -3.48 1.29  -0.15
C17 5.82 -4.36 0.76  -0.32
C18 6.98 -4.57 1.46  -0.60
H13 6.36 -2.73 4.16  0.47
H14 4.32 -2.09 2.86  0.34
H15 3.89 -3.31 0.83  0.26
H16 5.62 -4.79 -0.22  0.35
H17 7.67 -5.29 1.06  0.40
F6 2.90 0.72 -4.21  -0.34
C19 2.08 1.66 -3.72  0.40
C20 1.44 1.40 -2.53  -0.29
C21 0.56 2.36 -2.04  0.33
C22 0.43 3.60 -2.66  -0.74
C23 1.17 3.87 -3.85  -0.62
C24 1.93 2.83 -4.37  -0.38
H18 1.52 0.48 -1.98  0.31
H19 -0.05 2.11 -1.19  -0.02
H20 -0.37 4.24 -2.31  0.44
H21 1.23 4.80 -4.38  0.42
H22 2.47 2.85 -5.29  0.45
F7 1.55 1.41 1.60  -0.45
C25 0.93 0.42 0.88  0.88
C26 -0.41 0.64 0.52  -1.31
C27 -0.99 -0.40 -0.20  0.10
C28 -0.27 -1.56 -0.56  -0.76
C29 1.06 -1.72 -0.13  -0.24
C30 1.68 -0.74 0.62  -0.65
H23 -0.94 1.54 0.69  0.73
H24 -2.01 -0.19 -0.56  0.46
H25 -0.79 -2.34 -1.12  0.45
H26 1.61 -2.65 -0.27  0.35
H27 2.71 -0.81 0.93  0.52

As for the structure (SMILES): O=C1OC[C@@H](F)O1.O=C1OC[C@@H](F)O1.O=C1OC[C@@H](F)O1.O=C1OC[C@@H](F)O1.Fc1ccccc1.Fc1ccccc1.Fc1ccccc1. The HOMO energy is -9.301 eV. The calculation puts the largest force on an atom at 4.36 eV Å⁻¹. As for the LUMO energy: 0.1 eV. For the calculated total energy, the calculation gives -75139.6736 eV. The energy above the lowest of the compared OMol25 structures with the same formula, charge and spin is 0.000 eV.

---

Record 2
ORCA calculation (the ωB97M-V functional and the def2-TZVPD basis) on a molecular structure, C30H27LaN10O9S3Se.

Last column: Mulliken charge in e.
Geometry (Å):
La1 -0.04 -0.14 0.11  2.49
O1 3.38 2.49 2.14  -0.87
C1 2.29 1.99 1.83  0.06
N1 1.97 0.75 1.48  0.49
C2 2.96 -0.26 1.45  0.32
C3 4.32 -0.05 1.21  -0.82
C4 5.18 -1.13 1.12  -0.67
C5 4.71 -2.43 1.27  -0.63
C6 3.37 -2.65 1.52  -0.31
C7 2.48 -1.58 1.60  -0.03
N2 1.09 -1.72 1.74  0.71
C8 0.59 -2.66 2.52  -0.15
O2 1.17 -3.48 3.26  -0.84
C9 -0.93 -2.63 2.58  0.07
C10 -1.57 -3.60 3.34  -0.78
C11 -2.95 -3.57 3.44  -0.44
C12 -3.64 -2.57 2.77  -0.85
C13 -2.92 -1.65 2.03  -0.19
N3 -1.59 -1.67 1.93  0.41
C14 1.09 2.93 1.86  0.29
C15 1.27 4.19 2.42  -0.81
C16 0.22 5.08 2.44  -0.47
C17 -0.99 4.70 1.88  -0.93
C18 -1.08 3.43 1.33  0.05
N4 -0.07 2.55 1.32  0.31
H1 4.68 0.96 1.10  0.43
H2 6.24 -0.95 0.92  0.34
H3 5.39 -3.27 1.20  0.34
H4 2.98 -3.65 1.67  0.45
H5 -0.96 -4.34 3.83  0.49
H6 -3.48 -4.32 4.02  0.37
H7 -4.72 -2.50 2.80  0.50
H8 -3.42 -0.86 1.49  0.30
H9 2.25 4.42 2.82  0.49
H10 0.33 6.07 2.88  0.39
H11 -1.85 5.35 1.85  0.48
H12 -2.01 3.10 0.88  -0.02
O3 -1.04 -4.36 0.01  -0.75
S1 -1.03 -3.52 -1.16  1.31
O4 -0.56 -4.14 -2.38  -0.85
O5 -0.36 -2.23 -0.92  -0.37
C19 -2.74 -2.96 -1.37  0.05
C20 -3.68 -3.70 -0.67  -0.88
C21 -5.02 -3.32 -0.62  -0.57
C22 -5.41 -2.15 -1.25  -0.72
C23 -4.48 -1.41 -1.97  -0.29
C24 -3.15 -1.80 -2.05  -0.17
S2 -2.13 -0.78 -3.14  1.38
O6 -3.04 0.16 -3.77  -0.88
O7 -1.48 -1.71 -4.04  -0.81
O8 -1.18 -0.04 -2.28  -0.37
H13 -3.34 -4.57 -0.13  0.48
H14 -5.73 -3.91 -0.06  0.40
H15 -6.44 -1.81 -1.20  0.39
H16 -4.77 -0.50 -2.47  0.56
Se1 -4.84 2.42 -0.44  -0.27
C25 -3.41 1.42 -0.03  -0.17
N5 -2.47 0.78 0.26  -0.27
N6 1.35 -1.28 -3.48  -0.45
C26 1.94 -1.53 -2.27  0.09
N7 2.38 -2.80 -2.05  -0.48
O9 2.10 -0.63 -1.43  -0.40
H17 0.79 -2.03 -3.86  0.36
H18 0.81 -0.42 -3.44  0.22
H19 1.79 -3.53 -2.43  0.33
H20 2.62 -2.94 -1.08  0.31
C27 4.25 4.58 -1.87  -1.29
C28 3.17 4.60 -0.79  -0.17
C29 1.94 3.86 -1.22  0.40
N8 1.84 2.59 -1.13  -0.53
N9 0.62 2.11 -1.52  0.21
C30 -0.20 3.04 -1.95  0.17
N10 -1.44 2.80 -2.42  -0.18
S3 0.51 4.63 -1.88  -0.33
H21 5.16 5.07 -1.52  0.38
H22 3.92 5.08 -2.78  0.32
H23 4.50 3.55 -2.13  0.32
H24 2.90 5.63 -0.53  0.39
H25 3.53 4.11 0.12  0.01
H26 -1.73 1.83 -2.40  -0.10
H27 -2.16 3.49 -2.31  0.26

The HOMO energy is -2.294 eV. The calculation puts the largest force on an atom at 0.97 eV Å⁻¹. As for the LUMO energy: 3.8 eV. For the calculated total energy, the calculation gives -163600.8169 eV. The energy above the lowest of the compared OMol25 structures with the same formula, charge and spin is 0.000 eV. Its net charge is -2.

---

Record 3
ORCA calculation (the ωB97M-V functional and the def2-TZVPD basis) on a molecular structure, C30H27N3O3RuS.

Last column: Mulliken spin population.
Geometry (Å):
Ru1 0.05 1.28 0.00  2.67
C1 4.36 1.79 -0.71  0.00
O1 3.63 3.06 -0.72  0.04
C2 2.39 2.80 -0.57  0.07
N1 2.04 1.54 -0.43  0.03
C3 3.29 0.74 -0.33  0.00
C4 3.48 0.15 1.06  0.02
C5 2.53 0.23 2.07  0.02
C6 2.76 -0.34 3.31  0.02
C7 3.95 -1.00 3.56  0.00
C8 4.92 -1.08 2.57  0.00
C9 4.68 -0.51 1.32  0.00
C10 1.35 3.83 -0.49  0.01
C11 1.47 5.21 -0.63  0.01
C12 0.32 5.98 -0.45  0.01
C13 -0.90 5.37 -0.18  0.01
C14 -0.94 3.99 -0.09  0.03
N2 0.17 3.25 -0.23  -0.09
C15 -2.10 3.11 0.05  -0.02
N3 -1.89 1.81 0.23  0.01
C16 -3.20 1.13 0.07  0.03
C17 -4.19 2.33 -0.03  0.05
O2 -3.31 3.49 -0.10  0.03
C18 -3.36 0.21 -1.14  0.23
C19 -4.57 -0.56 -1.18  0.11
C20 -4.89 -1.34 -2.27  0.05
C21 -4.02 -1.37 -3.36  0.26
C22 -2.80 -0.62 -3.33  0.25
C23 -2.49 0.15 -2.23  0.01
H1 5.18 1.88 0.00  0.00
H2 4.78 1.64 -1.71  0.00
H3 3.26 -0.07 -1.06  0.00
H4 1.59 0.78 1.92  -0.02
H5 2.03 -0.24 4.11  0.00
H6 4.13 -1.43 4.54  0.00
H7 5.85 -1.58 2.76  0.00
H8 5.44 -0.59 0.55  0.00
H9 2.43 5.66 -0.84  0.00
H10 0.38 7.06 -0.54  0.00
H11 -1.80 5.96 -0.04  0.00
H12 -3.40 0.54 0.97  0.01
H13 -4.83 2.45 0.84  0.00
H14 -4.81 2.32 -0.93  -0.01
H15 -5.27 -0.51 -0.35  0.00
H16 -5.81 -1.91 -2.28  0.01
H17 -4.27 -1.95 -4.24  0.00
H18 -2.14 -0.65 -4.18  0.00
H19 -1.58 0.75 -2.27  -0.02
C24 -0.70 -2.17 2.46  0.02
S1 -1.19 -1.92 0.75  0.02
O3 -0.27 -0.80 0.23  0.11
C25 -0.56 -3.44 0.04  0.01
C26 0.68 -3.46 -0.58  0.00
C27 1.19 -4.70 -0.95  0.00
C28 0.44 -5.85 -0.77  0.00
C29 -0.81 -5.81 -0.16  0.00
C30 -1.34 -4.58 0.22  0.00
H20 0.37 -2.36 2.50  0.00
H21 -1.26 -3.02 2.86  0.00
H22 -0.97 -1.28 3.03  0.00
H23 1.24 -2.55 -0.74  0.00
H24 2.19 -4.76 -1.36  0.00
H25 0.80 -6.79 -1.17  0.00
H26 -1.39 -6.71 -0.01  0.00
H27 -2.33 -4.52 0.65  0.00

Its expectation value of S² is 6.03. The HOMO energy (spin up / spin down) is -18.851 / -18.843 eV. The calculation puts the largest force on an atom at 2.61 eV Å⁻¹. As for the LUMO energy (spin up / spin down): -13.0 / -15.6 eV. As for the multiplicity: 5. For the calculated total energy, the calculation gives -55534.4133 eV. The energy above the lowest of the compared OMol25 structures with the same formula, charge and spin is 0.795 eV. Its net charge is +4.

---

Record 4
ORCA calculation (the ωB97M-V functional and the def2-TZVPD basis) on a molecular structure, C30H27N9ReSSe.

Last column: Mulliken spin population.
Geometry (Å):
Re1 -0.27 -0.27 -0.30  1.04
C1 -0.65 -1.11 -3.28  -0.01
N1 -1.34 -1.29 -1.96  -0.04
C2 -2.77 -0.88 -2.05  0.01
C3 -2.82 0.50 -1.49  0.03
N2 -1.76 0.96 -0.78  0.03
C4 -2.08 2.26 -0.34  -0.07
C5 -1.35 3.19 0.38  0.03
C6 -1.96 4.42 0.59  0.01
C7 -3.24 4.70 0.10  0.00
C8 -3.97 3.77 -0.62  0.00
C9 -3.36 2.55 -0.82  -0.01
N3 -3.77 1.41 -1.54  0.00
C10 0.66 -0.47 -3.07  0.01
N4 0.94 0.16 -1.90  -0.07
C11 2.16 0.84 -2.12  0.00
C12 2.86 1.76 -1.34  -0.01
C13 4.04 2.26 -1.86  0.01
C14 4.51 1.88 -3.12  -0.01
C15 3.79 1.01 -3.93  0.00
C16 2.61 0.52 -3.40  0.00
N5 1.62 -0.31 -3.95  0.00
H1 -0.60 -2.05 -3.83  0.00
H2 -1.25 -0.42 -3.88  0.00
H3 -1.30 -2.28 -1.71  -0.01
H4 -3.12 -0.91 -3.08  0.00
H5 -3.40 -1.57 -1.49  0.00
H6 -0.35 2.99 0.75  0.02
H7 -1.42 5.19 1.13  0.00
H8 -3.67 5.67 0.29  0.00
H9 -4.96 3.99 -0.99  0.00
H10 -4.66 1.31 -2.02  0.00
H11 2.47 2.12 -0.39  0.00
H12 4.60 2.99 -1.29  0.00
H13 5.44 2.29 -3.49  0.00
H14 4.13 0.75 -4.92  0.00
H15 1.62 -0.67 -4.90  0.00
Se1 0.30 -0.38 7.39  -0.01
N6 -1.08 -0.57 6.29  0.00
C17 -0.61 -0.50 5.07  0.00
C18 -1.43 -0.62 3.88  0.00
C19 -2.81 -0.83 3.91  -0.01
C20 -3.49 -0.97 2.71  0.00
C21 -2.79 -0.88 1.52  -0.02
N7 -1.47 -0.65 1.45  -0.03
C22 -0.81 -0.53 2.64  0.01
C23 0.61 -0.32 2.52  -0.03
N8 1.10 -0.26 1.25  0.03
C24 2.44 -0.21 1.09  0.01
C25 3.31 -0.10 2.16  0.00
C26 2.81 -0.08 3.44  0.00
C27 1.43 -0.23 3.64  0.00
C28 0.80 -0.30 4.95  0.00
N9 1.48 -0.21 6.08  0.00
H16 -3.32 -0.89 4.86  0.00
H17 -4.56 -1.14 2.69  0.00
H18 -3.32 -0.98 0.58  0.00
H19 2.82 -0.24 0.07  0.01
H20 4.38 -0.04 1.97  0.00
H21 3.46 0.02 4.31  0.00
C29 2.43 -3.60 -1.81  0.00
S1 1.48 -2.98 -0.42  0.09
C30 0.53 -4.43 0.07  0.00
H22 1.79 -3.96 -2.61  0.00
H23 3.03 -4.43 -1.44  0.01
H24 3.09 -2.81 -2.16  0.00
H25 1.22 -5.16 0.48  0.00
H26 0.01 -4.86 -0.78  0.00
H27 -0.17 -4.13 0.85  0.00

Its expectation value of S² is 0.84. The HOMO energy (spin up / spin down) is -18.771 / -18.785 eV. The calculation puts the largest force on an atom at 1.63 eV Å⁻¹. As for the LUMO energy (spin up / spin down): -14.5 / -14.0 eV. As for the multiplicity: 2. For the calculated total energy, the calculation gives -123233.4986 eV. The energy above the lowest of the compared OMol25 structures with the same formula, charge and spin is 1.556 eV. Its net charge is +4.